No. 1
This record from OMol25 describes a molecular structure, C36H52BrCoF6N3O8S3SbSi. The level of theory is ωB97M-V/def2-TZVPD.

```
112
Properties=species:S:1:pos:R:3:forces:R:3
Co 1.0916 -1.4531 -1.6883 0.56 -0.21 0.17
Br 7.4748 0.3440 1.5069 0.00 0.01 0.01
C 5.8458 0.1957 0.5375 -0.11 -0.05 -0.06
C 5.4701 1.2091 -0.3517 0.11 0.07 0.00
C 4.2904 1.1180 -1.0406 -0.11 -0.09 -0.04
C 3.4053 0.0119 -0.8884 0.04 0.22 0.04
O 2.2912 0.0220 -1.5291 -0.16 -0.30 -0.10
C 3.8213 -1.0092 0.0076 0.01 -0.29 -0.04
C 3.0325 -2.1810 0.2846 -0.04 0.13 -0.01
N 1.9050 -2.4670 -0.2607 -0.21 0.08 -0.06
C 1.1728 -3.6305 0.0794 0.30 0.39 0.03
C 1.3754 -4.4069 1.2243 -0.06 -0.14 0.05
C 0.6190 -5.5568 1.3888 0.04 0.08 -0.02
C -0.3076 -5.9456 0.4273 -0.04 -0.08 0.02
C -0.5407 -5.1681 -0.7210 0.00 -0.01 0.02
C -1.4345 -5.5058 -1.7629 0.02 0.07 -0.02
C -1.5439 -4.6434 -2.8630 -0.05 -0.01 0.03
C -0.8625 -3.4539 -2.8834 -0.01 0.02 -0.05
N -0.0274 -3.0709 -1.8799 0.16 0.33 0.12
C 0.1913 -3.9528 -0.8539 -0.17 -0.12 -0.06
C 5.0350 -0.8936 0.7071 0.08 0.05 -0.04
H 6.1172 2.0661 -0.4906 -0.01 0.00 0.00
H 3.9883 1.8972 -1.7279 -0.01 0.02 -0.01
H 3.4493 -2.8641 1.0235 -0.03 -0.03 -0.04
H 2.0863 -4.1064 1.9820 -0.01 -0.01 0.00
H 0.7553 -6.1610 2.2774 -0.01 0.00 0.00
H -0.8709 -6.8628 0.5563 0.00 0.01 0.00
H -1.9836 -6.4373 -1.7199 -0.01 0.00 0.00
H -2.1822 -4.8914 -3.7012 0.01 0.00 0.00
H -0.9636 -2.7613 -3.7062 -0.02 0.01 -0.04
H 5.3198 -1.6801 1.3960 -0.01 -0.01 0.00
F 3.3258 -2.9678 -6.7530 -0.02 -0.04 -0.02
C 3.7451 -2.7941 -5.5018 0.01 -0.02 0.10
F 4.5634 -3.8003 -5.1841 0.02 0.01 0.00
F 4.4319 -1.6569 -5.4382 0.01 0.05 -0.03
S 2.3274 -2.7980 -4.3172 -0.17 0.18 -0.02
O 2.8750 -2.3147 -3.0734 -0.08 -0.02 0.00
O 1.8180 -4.1267 -4.3865 0.04 -0.10 -0.08
N 1.3566 -1.7768 -5.0291 0.11 -0.05 -0.19
S 0.6874 -0.4531 -4.5870 -0.22 0.07 0.14
O 0.1869 -0.4343 -3.2048 0.41 -0.27 -0.05
O -0.2648 -0.0244 -5.5594 -0.04 0.04 0.01
C 1.9990 0.8648 -4.6503 -0.06 -0.02 0.02
F 3.1665 0.4424 -4.1932 0.01 0.00 0.03
F 1.6016 1.9223 -3.9480 0.00 0.03 -0.02
F 2.1594 1.2391 -5.9233 0.03 -0.01 -0.02
C 2.9155 1.0831 2.3361 -0.04 0.06 0.10
C 1.8485 1.7736 3.1735 -0.02 0.01 -0.05
C 2.4527 2.9316 3.9579 0.00 0.01 0.02
C 1.1806 0.7779 4.1167 0.00 0.01 0.06
O 0.8827 2.3688 2.2944 -0.04 0.04 -0.01
Si -0.4561 1.7898 1.5349 0.09 0.27 0.11
S -0.0687 -0.0854 0.7269 -0.23 -0.41 -0.13
O -1.7119 1.6956 2.6048 0.00 -0.07 -0.13
C -2.4718 2.7258 3.2506 0.00 -0.07 -0.01
C -3.1177 2.0507 4.4545 -0.01 0.02 0.03
C -1.5759 3.8716 3.7066 0.04 0.03 0.00
C -3.5478 3.2404 2.2961 -0.02 0.02 0.00
O -0.8887 2.9387 0.4482 -0.03 0.15 0.17
C -0.1143 3.8058 -0.3946 -0.02 -0.12 -0.02
C 1.1235 3.0905 -0.9105 0.12 0.01 0.01
C 0.2665 5.0451 0.4061 0.00 0.05 -0.02
C -1.0368 4.1667 -1.5517 0.01 0.04 -0.01
H 3.6807 0.6394 2.9778 -0.01 0.01 0.00
H 3.4009 1.7923 1.6613 -0.03 -0.01 0.04
H 2.4693 0.2955 1.7318 -0.04 0.03 0.08
H 3.2571 2.5799 4.6068 -0.01 -0.02 0.00
H 1.6939 3.4174 4.5743 -0.01 0.00 -0.01
H 2.8625 3.6709 3.2679 0.00 -0.01 -0.01
H 1.9131 0.3927 4.8297 0.00 0.00 -0.02
H 0.7637 -0.0649 3.5637 -0.01 -0.01 -0.04
H 0.3723 1.2542 4.6752 0.00 0.03 -0.01
H -2.3519 1.6778 5.1368 0.01 0.01 -0.01
H -3.7232 1.2053 4.1246 0.01 0.00 -0.01
H -3.7584 2.7510 4.9951 0.00 0.01 -0.01
H -0.7743 3.5006 4.3460 0.00 -0.02 0.01
H -2.1639 4.5995 4.2703 0.00 -0.01 0.00
H -1.1212 4.3799 2.8563 0.00 -0.02 -0.03
H -4.2925 2.4658 2.1017 0.01 -0.02 -0.01
H -3.1005 3.5376 1.3483 0.03 0.02 0.01
H -4.0591 4.1026 2.7309 -0.01 -0.02 0.02
H 1.8212 2.8807 -0.0972 -0.02 -0.01 0.00
H 1.6348 3.7178 -1.6448 0.00 -0.01 -0.01
H 0.8654 2.1436 -1.3814 -0.01 -0.03 -0.03
H 0.8445 4.7584 1.2853 0.00 -0.02 0.00
H -0.6280 5.5837 0.7286 0.00 -0.02 0.01
H 0.8729 5.7184 -0.2042 -0.02 0.00 -0.01
H -1.2824 3.2726 -2.1272 0.01 0.00 -0.01
H -0.5577 4.8860 -2.2190 0.00 -0.01 0.00
H -1.9628 4.6037 -1.1722 0.00 0.00 0.01
C -5.1215 -2.2619 -1.2400 -0.10 -0.02 0.02
C -3.8024 -1.9772 -1.9457 -0.04 0.00 -0.14
Sb -2.3066 -1.0652 -0.6413 0.16 0.24 0.17
C -2.6033 -2.2758 1.0880 -0.06 -0.14 0.07
C -3.2665 -1.5383 2.2431 -0.05 0.04 0.05
C -3.2162 0.8391 -0.3085 -0.07 0.04 -0.02
C -4.6239 1.1087 -0.8192 -0.09 0.01 0.02
H -5.8437 -2.6778 -1.9495 0.00 0.00 0.00
H -5.5760 -1.3712 -0.8040 0.05 -0.06 -0.04
H -5.0032 -2.9966 -0.4431 0.03 0.00 0.01
H -3.9254 -1.3032 -2.7952 0.00 0.01 0.02
H -3.3450 -2.8904 -2.3154 0.01 -0.04 -0.02
H -1.6045 -2.6168 1.3637 0.01 0.02 -0.02
H -3.1721 -3.1539 0.7783 -0.01 -0.01 0.01
H -2.7065 -0.6416 2.5147 0.04 0.01 -0.02
H -3.3214 -2.1750 3.1303 0.00 -0.01 -0.01
H -4.2873 -1.2327 1.9949 0.01 0.00 -0.02
H -2.5033 1.5281 -0.7651 -0.04 -0.03 0.04
H -3.1412 1.0035 0.7642 -0.01 0.02 0.04
H -4.7692 0.7859 -1.8523 0.02 -0.01 0.01
H -4.8340 2.1814 -0.7872 0.01 0.01 0.01
H -5.3835 0.6162 -0.2086 0.04 0.02 -0.01
```
Positions in Å, forces in eV/Å.

HOMO energy (alpha / beta)   -0.098 / -0.186 Ha
2S+1   4
Total charge   -1


No. 2
This record from OMol25 describes a molecular structure, C36H52FeN3OP2. The level of theory is ωB97M-V/def2-TZVPD.

```
95
Properties=species:S:1:pos:R:3:forces:R:3
C 0.9238 2.7560 -0.5423 -0.18 -0.34 0.04
C -1.2759 2.3298 -1.2558 0.65 0.15 0.42
C 1.0145 3.8906 -1.3464 -0.12 -0.06 0.08
C -1.3019 3.6007 -1.9034 -0.23 -0.23 -0.26
C -0.1538 4.3706 -1.9544 -0.08 -0.01 0.20
H 1.9777 4.3911 -1.4325 -0.31 0.00 -0.04
H -2.2364 3.9021 -2.3756 0.34 0.02 -0.06
H -0.1462 5.3393 -2.4509 -0.07 -0.27 0.00
N -0.2271 2.0763 -0.3937 0.20 0.64 -1.30
P 1.4534 1.3128 1.6813 1.18 0.26 0.23
P -2.1783 -0.3770 -0.8937 -1.13 -1.44 -0.42
C 2.1180 2.1832 0.1946 -0.01 0.12 -0.02
H 2.6466 1.4558 -0.4406 -0.34 0.21 0.05
H 2.8439 2.9612 0.4553 -0.18 -0.20 -0.18
C -2.1658 1.2758 -1.5154 -1.71 1.88 0.00
H -3.0039 1.5186 -2.1813 0.33 0.17 0.11
C -2.1703 -1.1475 -2.7318 -0.30 0.05 0.60
C -3.8990 -0.8312 -0.1148 0.07 0.52 -0.69
C 2.8688 0.1540 2.1919 -0.05 0.82 0.15
C 1.2423 2.8200 2.8166 0.40 -0.17 0.05
C -1.4534 -2.4897 -2.5876 -0.01 -0.30 -0.36
H -1.9801 -3.1625 -1.8977 0.14 0.18 -0.14
H -1.4160 -2.9806 -3.5724 0.01 0.01 0.21
H -0.4223 -2.3745 -2.2410 -0.21 -0.06 -0.03
C -3.5699 -1.3551 -3.3235 -0.03 -0.19 -0.26
H -4.1975 -2.0455 -2.7571 0.11 0.24 -0.21
H -4.0967 -0.4025 -3.4556 0.13 -0.24 0.02
H -3.4534 -1.7866 -4.3299 0.05 0.07 0.17
C -1.4665 -0.2415 -3.7583 0.26 0.02 -0.04
H -1.2432 -0.8370 -4.6578 -0.08 0.09 0.22
H -2.1077 0.5918 -4.0737 0.17 -0.20 0.11
H -0.5199 0.1764 -3.4061 -0.33 0.00 -0.14
C -4.0398 -2.3640 -0.1419 -0.02 -0.01 -0.06
H -3.1934 -2.8364 0.3791 -0.19 0.10 -0.08
H -4.9623 -2.6382 0.3936 0.25 0.06 -0.12
H -4.1023 -2.7935 -1.1469 0.01 0.09 0.38
C -3.9757 -0.4086 1.3546 0.08 -0.03 0.11
H -3.2569 -0.9503 1.9788 -0.12 0.19 -0.18
H -3.8435 0.6702 1.4859 0.03 -0.19 0.00
H -4.9824 -0.6614 1.7275 0.27 0.06 -0.15
C -5.0319 -0.0873 -0.8291 -0.46 -0.27 0.01
H -5.1731 -0.3776 -1.8713 0.01 0.11 0.35
H -5.9729 -0.3142 -0.3038 0.15 0.18 -0.14
H -4.8661 0.9968 -0.7873 -0.11 -0.19 0.05
C 1.0426 2.3058 4.2488 -0.09 0.24 0.21
H 0.7561 3.1620 4.8790 0.09 -0.25 -0.06
H 0.2292 1.5711 4.3090 0.26 0.13 0.03
H 1.9611 1.8753 4.6693 -0.25 0.12 -0.12
C 0.0004 3.6307 2.3943 -0.13 -0.13 0.05
H 0.1294 4.0974 1.4105 -0.06 -0.08 0.25
H -0.9098 3.0237 2.3849 0.18 0.27 -0.02
H -0.1397 4.4355 3.1325 0.05 -0.19 -0.20
C 2.4299 3.7988 2.7653 0.03 0.10 0.30
H 2.2520 4.5764 3.5234 0.07 -0.14 -0.17
H 3.3922 3.3303 2.9901 -0.25 0.19 -0.06
H 2.5038 4.3101 1.7977 -0.05 -0.07 0.27
C 3.2326 -0.7502 1.0048 -0.06 -0.06 -0.07
H 3.6119 -0.1856 0.1436 -0.04 -0.17 0.18
H 4.0309 -1.4376 1.3255 -0.19 0.18 -0.06
H 2.3813 -1.3604 0.6767 0.13 0.16 0.09
C 2.3992 -0.7318 3.3530 0.09 -0.09 0.09
H 1.5406 -1.3512 3.0631 0.20 0.16 0.06
H 3.2282 -1.4014 3.6286 -0.22 0.11 -0.01
H 2.1274 -0.1523 4.2431 0.07 -0.18 -0.23
C 4.1086 0.9613 2.5947 0.36 -0.42 0.11
H 4.4193 1.6661 1.8125 -0.09 -0.11 0.19
H 3.9750 1.4952 3.5426 -0.01 -0.12 -0.25
H 4.9397 0.2561 2.7407 -0.06 0.16 0.01
Fe -0.4190 0.3430 0.6539 -0.63 -0.44 1.96
C -1.2998 0.6849 2.1767 -3.10 0.84 3.88
O -1.8451 0.8659 3.2101 1.86 -0.42 -2.70
N 0.4707 -0.3421 -0.7933 2.85 -0.91 -5.19
C 0.9058 -0.3641 -1.8931 0.19 -0.79 3.94
C 1.8780 -0.8060 -2.8280 0.84 -0.02 -1.67
C 2.6645 -1.9415 -2.5256 -0.16 0.11 -0.12
C 2.0573 -0.1387 -4.0602 0.05 -0.48 0.30
C 3.5845 -2.4240 -3.4603 -0.16 0.28 0.09
H 2.5447 -2.4344 -1.5563 0.02 0.15 -0.37
C 2.9614 -0.6486 -4.9926 0.08 0.09 0.16
H 1.4784 0.7673 -4.2530 0.19 -0.34 -0.11
C 3.7324 -1.7806 -4.6949 -0.22 0.12 0.16
H 4.1874 -3.3010 -3.2133 -0.20 0.32 -0.11
H 3.0730 -0.1493 -5.9566 0.02 -0.14 0.31
H 4.4600 -2.1505 -5.4220 -0.31 0.10 0.25
C -0.0891 -4.5856 2.7752 -0.01 0.36 -0.09
C 0.3845 -4.3005 1.4945 -0.14 0.45 -0.26
C 0.1386 -3.0374 0.9396 -0.18 -0.18 0.83
N -0.4924 -2.0568 1.6179 -0.10 -0.52 -0.08
C -0.9797 -2.3435 2.8394 0.50 -0.67 -0.20
C -0.7916 -3.5904 3.4533 -0.09 0.39 -0.29
H 0.0832 -5.5573 3.2308 -0.02 0.17 -0.08
H 0.9425 -5.0214 0.9009 -0.18 0.01 0.22
H 0.4578 -2.8215 -0.0843 -0.07 0.12 0.38
H -1.5337 -1.5669 3.3710 0.28 -0.12 -0.24
H -1.1996 -3.7348 4.4505 0.11 -0.13 -0.20
```
Positions in Å, forces in eV/Å.

HOMO energy (alpha / beta)   -0.315 / -0.359 Ha
2S+1   5
Total charge   +1


> 2S+1 of number 2 (C36H52FeN3OP2)?

5


> Which value of 2S+1 does entry 2 give?

5


> Look up the total charge of the second one.

+1


> Among the records above, which one has the highest 2S+1?

C36H52FeN3OP2